No. 1
An isolated molecule of C5H8O, computed with ωB97M-V/def2-TZVPD.

Cartesian coordinates (Å):
1 C -0.678880 -1.396966 -0.615107
2 C -0.121363 -0.072639 -0.198038
3 C -1.012861 0.745751 0.701333
4 O -0.438304 1.913624 1.224905
5 C 1.109343 0.401540 -0.567384
6 C 2.024574 -0.450240 -1.268939
7 H -0.798089 -2.050622 0.258852
8 H -0.004715 -1.859420 -1.336397
9 H -1.680055 -1.256767 -1.045847
10 H 1.343784 1.414840 -0.231527
11 H -1.886737 1.060610 0.116485
12 H -1.399059 0.090531 1.501305
13 H 0.396467 1.665371 1.643660
14 H 2.990613 0.100809 -1.289745

Cartesian forces (eV/Å) of the 3 atoms listed first:
C 0.116 0.136 -0.011
C -0.051 0.026 0.000
C -0.117 -0.234 -0.125

Net charge   0
Energy above the lowest of the compared OMol25 structures with the same formula, charge and spin   101.2 kcal/mol
E_HOMO   -0.3030 hartree
HOMO-LUMO gap   7.524 eV

Löwdin population analysis, charges in e, atoms 1 to 6:
1 C -0.06
2 C -0.24
3 C -0.23
4 O -0.06
5 C -0.20
6 C 0.09

---

No. 2
An isolated molecule of C3H8N2OS in a non-equilibrium geometry, computed with ωB97M-V/def2-TZVPD.

Cartesian coordinates (Å):
1 C -2.574079 -0.931937 -0.395554
2 N -1.280381 -1.133618 0.259553
3 C -0.346223 -0.294735 0.132095
4 C 1.020480 -0.707194 0.686859
5 S 2.440721 -0.014928 -0.228289
6 N -0.389064 1.021060 -0.344233
7 O -1.261291 1.848379 0.374298
8 H -2.429044 -0.332379 -1.264611
9 H -3.357981 -0.602100 0.363590
10 H -2.920704 -1.869614 -0.796621
11 H 1.108771 -1.778835 0.625946
12 H 1.076020 -0.406369 1.771518
13 H 2.141833 -0.670262 -1.436462
14 H 0.526558 1.497072 -0.305407
15 H -2.021609 2.005404 -0.247347

Cartesian forces (eV/Å) of the 3 atoms listed first:
C -0.157 0.017 1.758
N -0.238 -0.286 -0.663
C 0.775 -0.110 1.203

Net charge   0
Energy above the lowest of the compared OMol25 structures with the same formula, charge and spin   76.6 kcal/mol
E_HOMO   -0.3333 hartree
HOMO-LUMO gap   9.835 eV
Structure (SMILES)   C/N=C(/CS)NO

Löwdin population analysis, charges in e, atoms 1 to 6:
1 C -0.12
2 N 0.04
3 C -0.46
4 C -0.49
5 S 0.68
6 N -0.07

---

No. 3
A cluster of 2 separate species, C5H12N2 in total in a non-equilibrium geometry, computed with ωB97M-V/def2-TZVPD.

Cartesian coordinates (Å):
1 H 1.611532 1.849116 1.646810
2 N 0.716710 1.974820 1.175782
3 C 0.633148 1.394693 0.055361
4 N 1.529210 0.480399 -0.503885
5 C 1.517649 0.150936 -1.913086
6 H -0.253208 1.556413 -0.548663
7 H 2.430333 0.418999 -0.047237
8 H 0.721822 0.698826 -2.415249
9 H 1.311034 -0.914474 -2.047010
10 H 2.462306 0.375633 -2.411033
11 C -1.500388 -1.514149 -0.439869
12 C -0.904252 -1.027274 0.637705
13 C -1.628948 -0.382403 1.770964
14 H -0.961702 -2.062417 -1.199483
15 H -2.547676 -1.342558 -0.648817
16 H 0.276718 -1.027288 0.666890
17 H -2.688264 -0.258583 1.547653
18 H -1.529919 -0.967296 2.686633
19 H -1.196104 0.596607 1.986535

Cartesian forces (eV/Å) of the 3 atoms listed first:
H -0.032 -0.299 -0.021
N -0.009 0.542 0.102
C 0.959 -0.609 -0.363

Net charge   0
Energy above the lowest of the compared OMol25 structures with the same formula, charge and spin   41.3 kcal/mol
E_HOMO   -0.3309 hartree
HOMO-LUMO gap   9.986 eV
Structure (SMILES)   [H]/N=C\NC.C=CC

Löwdin population analysis, charges in e, atoms 1 to 6:
1 H 0.04
2 N 0.07
3 C -0.36
4 N -0.09
5 C -0.11
6 H 0.12

---

No. 4
A structure of composition C2H6OSm in a non-equilibrium geometry, computed with ωB97M-V/def2-TZVPD.

Cartesian coordinates (Å):
1 H 3.259489 1.312335 -0.049537
2 C -2.432092 0.246647 0.017143
3 O -1.029255 0.161186 0.017942
4 C -0.427446 -1.179607 0.015456
5 H -2.716905 1.306429 0.020250
6 H -2.844467 -0.241607 -0.881450
7 H -2.845798 -0.247477 0.911914
8 H -0.779905 -1.718844 -0.881858
9 H -0.788710 -1.725824 0.905040
10 Sm 1.463867 0.443070 0.033777

Cartesian forces (eV/Å) of the 3 atoms listed first:
H 0.152 0.281 -0.024
C -1.178 -0.098 -0.018
O 2.030 -0.088 -0.001

Net charge   +1
Multiplicity   6
E_HOMO (spin up / spin down)   -0.4947 / -0.4870 hartree
HOMO-LUMO gap (spin up / spin down)   7.379 / 8.195 eV

Löwdin population analysis, charges in e, atoms 1 to 6:
1 H -0.23
2 C -0.10
3 O -0.49
4 C -0.27
5 H 0.10
6 H 0.11

---

| no. | E (eV) |
| --- | --- |
| 1 | -7357.866 |
| 2 | -19101.179 |
| 3 | -8358.346 |
| 4 | -22111.461 |